Computed, not measured: a molecular structure, C9H9N2O8P2Tc in a non-equilibrium geometry, with ωB97M-V/def2-TZVPD.

XYZ file:
```
31
Properties=species:S:1:pos:R:3:forces:R:3
Tc 0.117384 0.113438 0.007426 -1.05 0.07 -0.88
O -0.753656 -0.422652 -1.526567 0.67 0.04 -0.17
C -1.948161 -0.703088 -2.040488 -1.31 -0.35 0.01
C -2.114480 -0.799100 -3.423491 0.50 0.10 0.23
C -3.351292 -1.099228 -3.947080 -0.14 -0.03 0.05
C -4.434735 -1.338305 -3.102482 0.00 -0.01 -0.04
C -4.278099 -1.253796 -1.735685 -0.01 0.01 0.09
C -3.042005 -0.923180 -1.175282 0.42 0.12 -0.37
C -2.833317 -0.832567 0.253125 0.13 0.05 0.31
N -1.692615 -0.480423 0.884095 -0.34 -0.01 -0.01
C -1.939964 -0.541999 2.243406 -0.12 -0.05 0.22
C -3.221517 -0.926946 2.437407 0.22 0.07 0.11
N -3.758389 -1.104508 1.186835 -0.02 0.01 -0.15
H -1.254895 -0.614176 -4.054575 -0.04 -0.03 -0.03
H -3.480519 -1.153522 -5.019024 0.02 -0.01 0.00
H -5.398743 -1.594136 -3.518989 0.00 0.02 0.01
H -5.133359 -1.440101 -1.098530 -0.01 0.00 -0.03
H -1.179509 -0.306075 2.964535 -0.02 0.00 0.00
H -3.782036 -1.083847 3.341564 -0.02 -0.01 -0.04
H -4.705086 -1.390656 1.001664 -0.01 -0.02 -0.04
O 1.954419 -1.568411 2.929485 0.06 0.04 0.01
P 2.223962 -0.224458 2.149471 0.96 -0.46 0.59
O 3.046989 0.771245 2.799858 -0.10 0.01 -0.03
O 0.763279 0.242449 1.744882 -0.24 -0.02 0.51
O 2.756060 -0.789972 0.716395 -0.15 0.39 0.01
P 3.117812 0.274602 -0.487118 0.92 -0.37 0.05
O 3.496907 -0.704890 -1.656182 -0.07 0.03 0.06
O 4.085343 1.292582 -0.163144 -0.05 0.03 -0.16
O 1.650091 0.794076 -0.809687 -0.11 0.28 -0.18
H 2.609940 -1.714478 3.632756 -0.18 0.02 -0.14
H 3.021692 -1.544570 -1.705374 0.08 0.07 0.00
```
Forces are in eV/Å.

Output
Maximum force, eV/Å: 1.370
Energy relative to the best compared isomer or geometry (same formula, charge and spin), kJ/mol: 29.3
LUMO energy (spin up / spin down), Eh: -0.2517 / -0.2338
HOMO energy (spin up / spin down), Eh: -0.4622 / -0.4688
Spin multiplicity: 4
<S²>: 3.79
Charge: +1

***

Computed, not measured: 6 unconnected molecules or ions with the total composition C44H92BrN5O5 in a non-equilibrium geometry, with ωB97M-V/def2-TZVPD.

XYZ file:
```
147
Properties=species:S:1:pos:R:3:forces:R:3
C -2.582241 6.974741 -5.208591 -0.24 -0.90 -0.40
C -3.338421 5.942171 -4.316351 0.17 1.49 -1.18
C -4.684281 6.579071 -3.803511 0.05 -1.09 -0.24
C -5.677221 5.572091 -3.245361 0.12 -0.67 -2.24
C -5.960091 4.635361 -4.529441 -0.43 -0.09 2.23
C -4.789991 3.724511 -4.917391 -1.85 -0.77 -2.82
N -3.595871 4.696961 -5.297501 6.10 -5.72 0.08
O -2.511231 4.073371 -5.872421 -7.05 4.70 3.32
C -5.238931 2.873401 -6.276241 1.81 1.44 -0.23
C -4.363241 2.682981 -3.859021 0.08 0.97 0.49
C -2.439401 5.508801 -3.142291 -0.19 0.28 -0.27
H -3.169741 7.219221 -6.093561 -0.42 0.37 0.30
H -1.705121 6.529961 -5.678631 0.35 -0.02 0.55
H -2.327921 7.872631 -4.645371 -0.07 -0.14 -0.05
H -5.231991 7.005231 -4.644051 0.43 0.44 -0.08
H -4.535561 7.350201 -3.047641 0.76 0.14 -0.30
H -6.535491 6.170651 -2.940091 -0.29 -0.50 -0.09
H -5.327801 4.995561 -2.388841 0.03 0.00 -0.06
H -6.343361 5.185981 -5.388511 0.33 0.31 0.07
H -6.783921 3.966591 -4.280131 0.03 -0.24 -0.03
H -5.709961 3.511091 -7.024301 -0.40 0.37 0.45
H -5.794771 1.936171 -6.249151 -0.10 0.26 1.15
H -4.322791 2.603761 -6.801681 0.30 -0.24 0.32
H -3.511361 2.100481 -4.209841 -0.13 -0.18 0.10
H -5.230061 2.073121 -3.604431 -0.10 -0.30 -0.89
H -4.221441 3.136331 -2.877961 0.72 0.32 -0.09
H -2.316241 6.455691 -2.616621 0.14 0.06 0.09
H -1.451071 5.192561 -3.475911 -0.20 -0.23 -0.02
H -2.889001 4.826531 -2.420851 0.02 -0.17 -0.34
C 1.662489 -4.613479 5.452629 -1.23 -0.64 -0.49
C 2.898219 -4.775009 4.624909 1.08 -1.97 -1.29
C 3.553709 -6.206619 4.915119 -0.44 -0.53 0.02
C 4.630319 -6.749219 3.980679 0.29 1.87 -0.88
C 4.161829 -6.654689 2.500639 -0.19 0.21 1.26
C 3.560119 -5.269949 2.040159 -0.33 -1.29 1.68
N 2.528259 -4.814969 3.141309 -1.10 3.09 -2.10
O 1.655109 -3.833129 2.670359 2.67 -2.99 1.77
C 2.796869 -5.653589 0.785509 -0.74 0.73 -0.62
C 4.685229 -4.246469 1.797249 -0.28 -0.59 0.11
C 3.923689 -3.717549 4.916109 0.72 1.06 -0.30
H 1.137759 -3.658729 5.418009 0.79 0.46 0.22
H 1.847999 -4.966719 6.466979 -0.16 0.21 -0.01
H 0.904559 -5.230269 4.969699 -0.05 -0.58 0.38
H 2.860049 -7.045659 4.860959 -1.01 0.54 0.43
H 3.951029 -6.178489 5.929739 -0.14 0.05 0.11
H 4.955649 -7.765359 4.203649 -0.45 -0.04 0.18
H 5.520499 -6.146619 4.161099 0.36 0.11 -0.44
H 3.344449 -7.360009 2.350579 0.07 -0.26 0.15
H 4.992849 -7.004339 1.888059 -0.11 0.41 -0.43
H 2.007629 -6.389889 0.937429 0.29 -0.27 0.42
H 3.506369 -6.050069 0.059209 -0.02 -0.05 0.02
H 2.247189 -4.840919 0.310629 0.38 0.45 0.02
H 4.433449 -3.229479 2.097979 -0.19 -0.01 -0.48
H 4.923379 -4.367929 0.740549 0.18 0.58 -0.01
H 5.575609 -4.529749 2.358559 0.01 0.00 0.02
H 4.382369 -3.812139 5.900369 -0.31 -0.26 0.18
H 3.482339 -2.722429 4.860899 -0.15 0.02 -0.03
H 4.763259 -3.710629 4.220999 -0.07 -0.23 0.00
C -1.371551 -2.432699 -2.510771 1.35 -0.92 0.03
C -2.448671 -1.931049 -1.592181 -2.80 1.26 0.25
C -3.782581 -2.739499 -1.908021 -0.66 -0.55 0.26
C -3.859511 -4.140989 -1.313021 -0.46 0.45 1.94
C -3.543281 -4.114939 0.259479 -0.67 -0.08 -3.36
C -2.155191 -3.505039 0.580969 -1.78 -0.71 0.42
N -2.096361 -2.148809 -0.142291 2.89 5.90 4.07
O -1.634841 -0.989029 0.585139 -3.13 -7.75 -4.52
C -1.058531 -4.450979 0.065209 -0.02 0.51 -0.09
C -2.247051 -3.371739 2.071139 1.37 2.01 1.27
C -2.763821 -0.431029 -1.863581 0.11 -0.25 0.39
H -1.554631 -3.484229 -2.731831 -0.01 0.18 -0.45
H -0.375641 -2.420109 -2.067931 0.08 0.29 0.13
H -1.346841 -1.810809 -3.405611 -0.34 -0.14 -0.17
H -4.010131 -2.799939 -2.972291 1.17 0.10 -0.43
H -4.705881 -2.217589 -1.656551 0.36 0.58 1.00
H -3.369961 -4.902119 -1.920561 0.27 -0.01 0.38
H -4.913211 -4.406149 -1.226341 -0.12 -0.18 -0.78
H -3.674391 -5.137479 0.613479 0.77 0.04 0.29
H -4.361091 -3.572389 0.733739 0.22 0.40 0.01
H -0.093511 -4.134239 0.460849 0.14 0.00 -0.28
H -1.114061 -4.507219 -1.021921 0.41 -0.07 0.20
H -1.268801 -5.447729 0.452989 -0.14 0.12 0.13
H -1.311801 -2.968609 2.459599 0.26 -0.33 0.24
H -2.527371 -4.242809 2.663399 0.25 -0.40 -0.74
H -2.967451 -2.609629 2.368289 -0.27 0.06 -0.32
H -3.567011 0.020901 -1.281561 0.11 -0.48 0.73
H -3.185141 -0.355619 -2.866031 0.72 -0.18 -0.43
H -1.872231 0.179421 -1.720391 -0.03 0.06 -0.39
C 0.781409 2.047771 -5.522781 -1.39 0.06 0.08
C 1.454869 1.755911 -4.161571 0.71 0.90 -1.20
C 2.920949 2.273821 -4.306761 -1.28 1.35 0.92
C 3.643189 2.524251 -2.992781 0.31 -0.24 0.27
C 2.888159 3.459131 -1.977191 0.87 -0.70 -2.62
C 1.438079 3.037161 -1.782591 -0.17 1.54 0.86
N 0.782729 2.584481 -3.057381 -7.32 0.18 0.34
O -0.611861 2.753661 -3.035391 8.42 -1.30 -0.85
C 0.705639 4.337021 -1.279261 -0.68 -1.00 -0.29
C 1.344199 1.851791 -0.807851 0.08 -0.51 0.53
C 1.431269 0.251101 -3.826821 -0.86 0.03 0.15
H 1.401219 1.780211 -6.378561 0.31 -0.26 0.38
H 0.509439 3.090711 -5.685281 0.42 0.30 0.41
H -0.179121 1.547191 -5.644831 0.02 -0.47 0.17
H 2.864539 3.271591 -4.741931 -0.28 0.03 -0.49
H 3.466119 1.671571 -5.033521 -0.06 -0.28 0.36
H 4.522929 3.061461 -3.347121 0.46 -0.29 0.67
H 3.904049 1.547471 -2.585421 0.36 0.19 0.43
H 2.916369 4.432521 -2.466921 -0.35 0.19 -0.06
H 3.443569 3.657491 -1.060521 -0.29 -0.65 0.23
H 0.709609 5.106131 -2.051621 -0.03 -0.19 -0.18
H 1.171949 4.808171 -0.414001 0.28 -0.51 0.05
H -0.325121 4.072911 -1.042911 0.01 0.30 0.13
H 2.148439 1.131441 -0.957541 0.13 0.15 -0.14
H 0.428709 1.260321 -0.795971 -0.30 0.36 -0.42
H 1.444809 2.232791 0.208429 0.15 0.24 -0.03
H 1.645679 -0.272649 -4.758391 0.41 0.11 0.03
H 0.422149 -0.091209 -3.597461 -0.16 0.20 0.16
H 2.104279 -0.051779 -3.024671 0.12 0.15 -0.17
C 0.030509 -1.068569 4.107189 0.34 1.17 0.91
C 0.429799 0.152311 5.026459 0.85 -1.62 -1.42
N 1.136139 1.250521 4.192499 -1.32 2.43 -0.54
C 0.059669 1.858261 3.207059 1.14 -1.15 0.29
C 1.471749 2.418021 5.172129 1.07 -1.28 0.63
C 0.340089 2.985261 6.018949 -0.82 0.36 -0.25
C 2.404499 0.833691 3.327059 -0.97 -0.99 1.19
C 3.651689 0.565121 4.161539 0.95 -1.17 0.61
O 3.322299 -0.330109 5.223159 -1.00 0.59 0.15
C 4.265429 -0.523029 6.255699 0.20 0.58 1.04
H -0.269401 -1.856709 4.797839 -0.59 0.07 -0.24
H 0.810259 -1.540539 3.509409 0.36 0.27 0.21
H -0.740341 -0.712369 3.423809 -0.36 -0.56 0.20
H 1.103709 -0.172569 5.819169 0.20 0.20 -0.33
H -0.453281 0.551811 5.525139 0.07 0.37 -0.51
H -0.162431 1.108731 2.447469 -0.11 -0.08 0.22
H 0.474279 2.713081 2.672759 0.14 0.11 0.45
H -0.831261 2.122561 3.776699 0.22 -0.11 -0.13
H 1.961849 3.235981 4.644069 -0.28 -0.14 -0.49
H 2.276419 1.956381 5.744399 -0.17 0.17 0.48
H -0.404071 3.388131 5.331909 0.00 0.47 0.20
H 0.683739 3.786941 6.672659 0.46 0.27 -0.52
H -0.252791 2.430201 6.745919 0.50 -1.02 -0.31
H 2.574759 1.560851 2.533109 -0.15 0.24 0.36
H 2.091379 -0.106199 2.872459 -0.01 0.12 -0.07
H 4.214389 1.461201 4.423309 -0.43 0.34 0.71
H 4.420799 -0.036819 3.677559 -0.16 0.36 -1.43
H 3.816719 -1.119849 7.049779 -0.24 -0.35 -0.42
H 4.473149 0.411351 6.777119 0.24 0.37 -0.24
H 5.215419 -0.982269 5.982349 -0.08 -0.05 -0.51
Br -2.616571 -0.252779 -5.807781 0.23 0.27 0.60
```
Forces are in eV/Å.

Output
Maximum force, eV/Å: 9.503
LUMO energy (spin up / spin down), Eh: -0.3751 / -0.3751
HOMO energy (spin up / spin down), Eh: -0.4874 / -0.4874
Spin multiplicity: 2
<S²>: 0.76
Charge: +3

***

Please write out number 1 again, unchanged.
Computed, not measured: a molecular structure, C9H9N2O8P2Tc in a non-equilibrium geometry, with ωB97M-V/def2-TZVPD.

XYZ file:
```
31
Properties=species:S:1:pos:R:3:forces:R:3
Tc 0.117384 0.113438 0.007426 -1.05 0.07 -0.88
O -0.753656 -0.422652 -1.526567 0.67 0.04 -0.17
C -1.948161 -0.703088 -2.040488 -1.31 -0.35 0.01
C -2.114480 -0.799100 -3.423491 0.50 0.10 0.23
C -3.351292 -1.099228 -3.947080 -0.14 -0.03 0.05
C -4.434735 -1.338305 -3.102482 0.00 -0.01 -0.04
C -4.278099 -1.253796 -1.735685 -0.01 0.01 0.09
C -3.042005 -0.923180 -1.175282 0.42 0.12 -0.37
C -2.833317 -0.832567 0.253125 0.13 0.05 0.31
N -1.692615 -0.480423 0.884095 -0.34 -0.01 -0.01
C -1.939964 -0.541999 2.243406 -0.12 -0.05 0.22
C -3.221517 -0.926946 2.437407 0.22 0.07 0.11
N -3.758389 -1.104508 1.186835 -0.02 0.01 -0.15
H -1.254895 -0.614176 -4.054575 -0.04 -0.03 -0.03
H -3.480519 -1.153522 -5.019024 0.02 -0.01 0.00
H -5.398743 -1.594136 -3.518989 0.00 0.02 0.01
H -5.133359 -1.440101 -1.098530 -0.01 0.00 -0.03
H -1.179509 -0.306075 2.964535 -0.02 0.00 0.00
H -3.782036 -1.083847 3.341564 -0.02 -0.01 -0.04
H -4.705086 -1.390656 1.001664 -0.01 -0.02 -0.04
O 1.954419 -1.568411 2.929485 0.06 0.04 0.01
P 2.223962 -0.224458 2.149471 0.96 -0.46 0.59
O 3.046989 0.771245 2.799858 -0.10 0.01 -0.03
O 0.763279 0.242449 1.744882 -0.24 -0.02 0.51
O 2.756060 -0.789972 0.716395 -0.15 0.39 0.01
P 3.117812 0.274602 -0.487118 0.92 -0.37 0.05
O 3.496907 -0.704890 -1.656182 -0.07 0.03 0.06
O 4.085343 1.292582 -0.163144 -0.05 0.03 -0.16
O 1.650091 0.794076 -0.809687 -0.11 0.28 -0.18
H 2.609940 -1.714478 3.632756 -0.18 0.02 -0.14
H 3.021692 -1.544570 -1.705374 0.08 0.07 0.00
```
Forces are in eV/Å.

Output
Maximum force, eV/Å: 1.370
Energy relative to the best compared isomer or geometry (same formula, charge and spin), kJ/mol: 29.3
LUMO energy (spin up / spin down), Eh: -0.2517 / -0.2338
HOMO energy (spin up / spin down), Eh: -0.4622 / -0.4688
Spin multiplicity: 4
<S²>: 3.79
Charge: +1